C36H90N6O12 | ωB97M-V with the def2-TZVPD basis set

The largest force on an atom comes out at 14.9 eV Å⁻¹. For the energy above the lowest of the compared OMol25 structures with the same formula, charge and spin, the calculation gives 816.0 kcal per mole. As for the LUMO energy: 0.72 eV. Its HOMO-LUMO gap is 8.56 eV. As for the HOMO energy: -7.8 eV.

```
144
C36H90N6O12 | the OMol25 dataset | ωB97M-V with the def2-TZVPD basis set
O 1.663 0.644 2.535
O -1.855 -3.602 0.611
O -1.958 -0.494 3.855
O 2.285 1.044 -1.906
O 1.474 -2.777 3.713
O 4.410 -1.924 0.647
O -5.021 0.684 9.094
O 0.963 -1.289 -4.192
O 2.315 6.752 -6.227
O -8.122 -2.612 1.910
O -2.699 3.151 -4.277
O 4.337 1.818 -5.074
N -3.384 1.229 6.851
N 3.768 4.358 -6.867
N -4.607 -2.878 1.464
N -0.250 1.573 -4.931
N 3.842 -3.999 2.231
N 0.734 -0.418 0.051
C 0.706 -0.859 -1.337
C 1.275 7.718 -6.515
C 2.860 -4.810 2.970
C -3.405 -3.033 2.290
C 1.860 5.506 -5.737
C -1.866 0.381 4.934
C 2.397 -3.886 4.064
C -6.882 -2.369 1.298
C 4.920 -3.133 0.145
C 3.444 0.228 -2.294
C 1.057 0.368 -2.265
C 1.043 1.035 -5.312
C -5.864 -3.296 1.978
C -3.565 0.883 9.150
C 2.999 1.110 2.285
C -0.236 3.030 -4.718
C -0.349 -1.359 -3.708
C 1.016 -0.533 -5.483
C 5.038 -0.769 0.203
C 3.978 -4.304 0.768
C -9.188 -1.724 1.537
C -5.700 1.229 10.136
C 4.989 3.625 -6.689
C -2.781 0.490 7.895
C 2.980 4.473 -5.644
C -1.390 3.376 -3.717
C 1.475 -0.739 2.439
C 1.367 -1.397 0.980
C 4.697 2.095 -6.441
C -0.920 -3.232 -0.362
C -3.861 3.412 -3.534
C -2.063 -2.628 1.704
C -0.819 -1.218 3.550
C 4.012 0.475 -4.947
C 0.940 -2.094 4.874
C -3.298 0.728 5.459
H 1.303 -1.746 -1.553
H -3.868 1.376 4.793
H -1.048 -1.836 -4.394
H 2.342 -1.152 2.954
H -4.514 -3.562 0.727
H 3.593 4.859 -4.830
H -2.012 -1.585 1.393
H -5.500 2.252 10.454
H 4.323 0.807 -2.014
H 1.502 -1.262 5.300
H -1.261 2.694 -2.877
H 1.155 5.099 -6.462
H -1.300 -2.638 2.483
H -4.738 3.564 -4.162
H 0.705 3.401 -4.311
H -3.581 -2.350 3.122
H 0.354 -0.851 -6.287
H 5.621 3.600 -7.577
H 3.609 -3.018 2.173
H -6.620 -1.318 1.420
H 2.373 -1.623 0.627
H 4.679 -3.282 -0.907
H 0.183 1.019 -2.241
H -1.239 1.210 4.607
H 3.220 -5.727 3.438
H -4.331 1.315 7.189
H 0.757 7.478 -7.444
H 0.759 -2.713 5.753
H 3.961 1.724 -7.154
H -6.770 1.197 9.931
H -0.026 -1.780 4.479
H 2.053 -0.855 -5.582
H 3.807 5.169 -7.468
H 6.041 -0.521 0.550
H 3.261 -3.435 4.551
H -0.259 -2.065 -2.882
H 2.945 0.290 -5.076
H -2.831 -0.571 7.654
H -0.728 -4.052 -1.055
H -1.041 -2.371 -1.019
H 4.046 0.248 -3.882
H -0.277 3.561 -5.670
H -0.570 -2.016 4.250
H 1.692 1.091 -4.438
H 1.111 0.011 -3.293
H 4.444 -5.285 0.685
H -1.440 -0.156 5.782
H -9.506 -1.761 0.495
H 1.323 5.632 -4.796
H -0.613 -0.387 -3.290
H 5.982 -3.167 0.389
H 1.433 0.301 0.172
H -1.287 -1.702 2.693
H 0.087 -3.062 0.018
H 3.555 0.077 -3.368
H 2.664 3.450 -5.439
H 5.489 1.405 -6.729
H 1.404 1.773 -6.028
H -6.839 -2.542 0.223
H -8.920 -0.725 1.881
H 2.016 -5.020 2.314
H -1.405 4.420 -3.406
H 3.761 0.641 2.907
H -0.348 -1.104 -1.466
H 3.569 -0.618 -1.619
H -5.776 -3.088 3.044
H -1.716 0.720 7.913
H -3.738 4.397 -3.085
H 2.066 -4.564 4.850
H -3.209 0.291 9.992
H -10.124 -2.023 2.010
H -3.249 -3.979 2.808
H 0.045 -0.570 3.404
H -6.070 -4.359 1.858
H -4.171 2.591 -2.887
H 0.784 -2.318 1.008
H -5.587 0.661 11.060
H 4.506 -0.282 -5.556
H 0.483 -0.993 2.813
H 5.653 4.017 -5.919
H -0.791 1.399 -5.766
H 0.602 7.764 -5.659
H -3.348 1.946 9.261
H 2.936 -4.256 0.450
H 1.869 8.629 -6.593
H -3.884 -0.188 5.533
H 5.104 -0.844 -0.882
H 4.486 0.121 0.503
H 2.915 2.181 2.471
H 3.202 0.905 1.234
```

---

C36H84N4O8 | ωB97M-V with the def2-TZVPD basis set

The largest force on an atom comes out at 4.4 eV Å⁻¹. The SMILES is CC1(C)CCCC(C)(C)N1O.CC1(C)CCCC(C)(C)N1O.COCCNCCOC.COCCNCCOC.CC(C)O.CC(C)O. For the energy above the lowest of the compared OMol25 structures with the same formula, charge and spin, the calculation gives 116.5 kcal per mole. As for the LUMO energy: 0.46 eV. Its HOMO-LUMO gap is 8.46 eV. As for the HOMO energy: -8.0 eV.

```
132
C36H84N4O8 | the OMol25 dataset | ωB97M-V with the def2-TZVPD basis set
O 10.117 3.765 1.657
O -1.853 -0.038 0.486
O 1.658 3.904 -8.418
O -5.726 -2.626 5.230
O -5.360 8.603 6.114
O 14.753 1.127 2.505
O -3.465 3.443 -8.826
O 0.026 -3.611 -4.627
N -0.041 -4.967 -4.292
N 11.723 1.398 3.113
N -6.091 -1.773 6.191
N -0.581 1.934 -8.817
C -3.759 -1.907 7.027
C -7.281 7.714 5.226
C -1.650 1.940 -9.777
C -7.503 -1.390 6.252
C -7.699 -0.217 7.344
C 12.554 0.206 2.647
C 9.147 4.808 1.390
C 1.284 -5.568 -4.067
C 2.596 4.506 -7.572
C 1.849 2.532 -8.514
C -8.485 -2.536 6.613
C -2.797 4.074 -7.743
C -1.287 -7.213 -4.284
C -1.809 1.378 0.761
C -5.262 -1.981 7.405
C -5.444 -0.744 8.341
C 15.997 1.484 3.118
C -5.489 -3.268 8.277
C 0.784 1.836 -9.440
C -2.480 -5.090 -4.649
C 2.116 -5.787 -5.380
C 9.837 2.798 2.590
C 13.945 0.245 3.293
C 2.096 -4.749 -3.104
C 0.088 -7.891 -4.092
C -3.022 2.095 -9.141
C -2.514 2.043 -0.376
C -6.971 -0.508 8.693
C -7.885 -0.782 4.835
C -1.150 -5.770 -4.892
C 1.011 -6.962 -3.368
C -1.059 -5.883 -6.482
C -6.029 7.386 5.964
C -4.997 6.605 5.169
C -0.420 1.928 1.079
C 10.455 1.460 2.405
H 12.378 2.133 2.886
H 0.582 -8.139 -5.032
H 9.474 5.384 0.524
H -3.261 5.055 -7.641
H -1.835 -7.901 -4.927
H 9.047 5.477 2.245
H -8.720 -0.165 7.722
H -5.273 5.551 5.130
H -6.451 -3.314 8.787
H -7.927 8.416 5.752
H 2.170 -3.741 -3.512
H 0.950 2.284 -10.420
H -3.402 -2.640 6.303
H -4.793 8.582 6.888
H -5.122 6.961 4.146
H 10.095 3.274 3.536
H -9.394 -2.226 7.128
H -7.269 0.073 4.556
H -7.810 6.826 4.878
H 2.144 -4.877 -5.980
H 0.029 1.595 2.014
H -7.925 -1.551 4.064
H -2.825 3.470 -6.836
H 2.640 5.589 -7.685
H -1.001 -4.874 -6.890
H 12.075 -0.731 2.932
H -2.628 -4.754 -3.623
H 1.948 2.034 -7.550
H -1.986 -6.309 -6.865
H 2.783 2.147 -8.924
H -7.103 0.312 9.399
H -4.836 -0.871 9.237
H 0.159 -3.567 -5.576
H 3.567 4.057 -7.781
H -5.155 -2.057 4.708
H -1.527 -0.236 -0.395
H -3.324 -5.741 -4.877
H -4.726 -3.369 9.049
H 1.974 -7.402 -3.110
H -3.731 1.732 -9.885
H -2.740 3.097 -0.211
H 10.511 1.286 1.331
H -1.758 4.313 -7.970
H -3.498 1.639 -0.616
H 15.792 2.042 4.032
H -7.979 -3.190 7.322
H -0.188 -6.467 -6.778
H -3.393 -0.899 6.832
H -3.959 6.662 5.496
H 16.606 0.641 3.445
H 3.189 -5.960 -5.298
H 14.474 -0.706 3.230
H 12.607 0.205 1.558
H -7.149 8.113 4.220
H 8.176 4.335 1.245
H 16.545 1.989 2.322
H -2.567 -4.092 -5.078
H 3.068 -5.199 -2.900
H -3.058 1.438 -8.272
H 2.299 4.341 -6.536
H -1.540 1.061 -10.411
H -5.034 0.103 7.790
H 13.737 0.499 4.332
H 8.766 2.604 2.538
H -8.906 -0.423 4.972
H -7.505 0.774 6.932
H -1.772 -7.160 -3.309
H -2.434 1.449 1.651
H 1.079 0.798 -9.591
H -7.418 -1.374 9.181
H 0.266 1.793 0.243
H -3.123 -2.250 7.842
H -6.307 6.923 6.911
H -1.502 2.802 -10.428
H 1.605 -4.628 -2.138
H -0.549 2.862 -8.419
H 0.544 -6.819 -2.394
H -0.086 -8.750 -3.444
H -8.572 -3.123 5.698
H 9.913 0.618 2.836
H -5.371 -4.144 7.639
H -0.450 3.012 1.191
H -1.933 1.969 -1.295
H 1.693 -6.619 -5.942
```

---

CH10N2O3 | ωB97M-V with the def2-TZVPD basis set

The largest force on an atom comes out at 1.8 eV Å⁻¹. For the energy above the lowest of the compared OMol25 structures with the same formula, charge and spin, the calculation gives 191.5 kcal per mole. As for the LUMO energy: -4.47 eV. Its HOMO-LUMO gap is 5.09 eV. As for the HOMO energy: -9.6 eV.

```
16
CH10N2O3 | the OMol25 dataset | ωB97M-V with the def2-TZVPD basis set
O 1.948 -1.126 -0.777
O 2.080 0.529 0.910
O -2.031 1.355 0.551
N -0.377 -0.598 1.034
N -0.627 0.419 -1.073
C -0.636 -0.806 -0.335
H -1.040 0.298 -2.004
H -1.728 -1.052 -0.348
H 2.102 1.498 0.966
H -2.936 1.676 0.648
H 2.890 -1.395 -0.803
H -1.064 1.225 -0.492
H 1.929 -0.213 -0.071
H -1.000 0.210 1.252
H -0.101 -1.638 -0.787
H 0.590 -0.382 1.329
```

---

C2H4N4S | ωB97M-V with the def2-TZVPD basis set

The largest force on an atom comes out at 6.0 eV Å⁻¹. For the energy above the lowest of the compared OMol25 structures with the same formula, charge and spin, the calculation gives 103.5 kcal per mole. As for the LUMO energy: 0.13 eV. Its HOMO-LUMO gap is 8.77 eV. As for the HOMO energy: -8.6 eV.

```
11
C2H4N4S | the OMol25 dataset | ωB97M-V with the def2-TZVPD basis set
S 2.825 -0.567 0.158
N -2.143 -0.857 0.315
N -0.774 0.990 0.155
N 0.629 1.020 -0.234
N 0.127 -1.156 -0.322
C -0.939 -0.328 -0.049
C 1.008 -0.212 -0.259
H -2.928 0.085 0.756
H 3.529 0.796 0.633
H 1.082 1.871 -0.466
H -2.417 -1.642 -0.690
```